Entry from the Open Molecules 2025 dataset: C40H75AlBF3NO14S6Si as an isolated structure (ωB97M-V/def2-TZVPD).

Geometry (Å):
S -1.57849 6.62187 -5.97077
S 6.79348 -1.22999 9.33534
S -1.49925 5.80533 -1.13159
S -5.57035 3.22055 -7.92882
S -4.99627 -6.42290 1.07817
S 3.29357 -3.70714 4.90349
Si 2.39879 -4.44263 0.16029
Al 0.82948 0.94766 -0.75231
F 0.69380 -1.75133 -1.71425
F 1.86248 3.01085 2.25732
F 0.39861 -1.54682 0.75981
O 3.28292 0.98045 2.23414
O -0.92193 4.48675 -1.30040
O -5.10560 4.50508 -7.44463
O -6.44167 -6.35450 1.15938
O 6.54641 -0.76534 7.98657
O -6.53688 2.42283 -7.20384
O 1.88673 -3.60437 4.57736
O -2.64582 6.25250 -1.89418
O 0.78126 2.97360 -3.01478
O 7.27564 -2.56699 9.61892
O -0.75209 5.59665 -6.57612
O 4.13527 -4.76552 4.38210
O -4.25802 -5.89768 -0.05111
O -1.09782 7.47481 -4.90420
N -0.60846 1.72210 0.26492
C -4.49638 1.55104 -9.62827
C 4.22614 -2.34130 6.98130
C -0.60206 -4.51352 -0.73945
C 7.85242 -0.05278 10.15291
C -4.17682 6.88924 -5.89334
C -3.29459 -7.99116 2.29211
C -3.68767 -6.94114 3.33016
C -0.82141 7.14425 1.05936
C 1.12938 -1.05913 -0.45193
C 3.13360 -2.93774 -0.79046
C 5.34002 -0.90749 10.32281
C -5.10963 2.65902 -10.48321
C -3.11844 5.88762 -5.45593
C -6.12949 3.39576 -9.61652
C -4.48532 -8.10795 1.35227
C -2.27081 7.65304 -7.25493
C 3.47201 -3.63527 6.67963
C -0.20684 7.02202 -1.28948
C 4.06786 -2.13845 4.56396
C 0.91819 -5.10347 -0.94865
C 5.75334 0.12990 11.36543
C 1.87026 -4.07424 1.98093
C -0.09216 -6.71319 -3.02875
C 0.19204 0.53219 -3.97850
C 2.72465 -1.46739 -0.19178
C -1.62614 -6.08026 -2.84165
C -1.89456 -4.97234 -1.65284
C 2.56736 1.91062 -0.09441
C 1.20007 -6.24013 -2.09590
C -2.30831 0.00340 -0.84949
C -4.29101 -5.75608 2.57804
C 6.89116 0.95475 10.76577
C 3.91107 -1.35430 5.85828
C -4.15638 2.19952 -8.29462
C 3.73952 -5.83628 0.24388
C -1.82494 6.08687 0.60228
C 2.58753 1.91971 1.54495
C -1.75699 0.76507 0.49436
C -3.76586 7.34102 -7.29391
C -0.47292 8.00175 -0.15631
B 0.58406 1.51126 -2.71425
H 2.87912 -0.99729 5.95857
H 1.16145 0.29979 -4.59529
H -3.61092 1.11625 -10.10107
H -0.24834 7.48540 -2.27667
H 5.30478 -2.53901 7.00111
H -3.28511 2.85492 -8.38618
H 6.49618 1.61862 9.98749
H 6.10863 -0.37787 12.27035
H -4.34226 8.21094 -7.62392
H -3.23088 4.93827 -5.98802
H -2.41108 -7.65125 1.73866
H 4.02453 -4.51275 7.02498
H 3.94786 -1.94146 7.96139
H 4.47111 -5.70449 1.16223
H 3.53605 1.49711 -0.60409
H -5.57644 2.25975 -11.38906
H -2.26945 0.65773 -1.83367
H -6.18352 4.45682 -9.87296
H 0.39359 8.64196 0.03322
H -0.52567 1.15851 -4.69569
H -2.50487 -6.42644 -3.55459
H -2.08671 8.69713 -6.98728
H 4.90562 0.75927 11.65380
H -5.31526 -8.63546 1.83182
H 4.57406 -0.48459 5.88409
H -1.70092 5.15035 1.15190
H -3.95512 6.53089 -8.00862
H -1.22836 7.74753 1.87688
H -4.00022 1.47612 -7.49257
H -7.12174 2.94280 -9.69357
H 2.47149 -3.62753 7.12072
H 2.45191 -4.71576 2.76848
H 4.32149 -3.04529 -0.74195
H -4.23720 -8.58264 0.40143
H -2.83055 -6.62967 3.93533
H 2.27773 -6.69266 -2.24376
H 0.13205 -7.52066 -3.87109
H 5.12272 -2.32684 4.34298
H -2.85413 6.44299 0.70034
H -1.55484 -0.01253 1.37713
H -0.08598 3.46383 -2.79046
H 3.58444 -1.65999 3.71052
H -4.18288 7.75009 -5.21412
H 3.26068 -6.90451 0.30316
H -2.95502 -4.48490 -1.43872
H -5.17683 6.44589 -5.88671
H 0.08627 6.65451 1.43248
H -1.32261 8.64706 -0.40936
H -0.79699 -3.72132 0.10109
H -3.05385 -8.95164 2.75703
H 3.01194 -1.37548 0.95883
H 8.54111 0.39323 9.43334
H 2.45559 3.03629 -0.47504
H 8.41045 -0.58652 10.92801
H -5.07474 -5.26624 3.16143
H -5.22992 0.74954 -9.48011
H -4.32233 3.35458 -10.79830
H 5.00524 -1.83675 10.79069
H -4.43512 -7.36444 4.01211
H -3.46929 -0.20026 -0.66021
H 0.75137 6.51206 -1.15231
H 4.55974 -0.52118 9.66131
H 3.39742 -0.67184 -0.77409
H 7.38515 1.57406 11.52014
H -0.40310 -0.42543 -3.65774
H -0.29336 2.18065 1.14833
H -1.78663 7.42168 -8.20706
H 2.86431 -3.09046 -1.93624
H 4.39315 -5.79287 -0.72594
H -3.52490 -5.02794 2.29777
H -3.10875 5.71590 -4.37824
H -2.66511 1.43057 0.89158
H 0.71199 -4.25773 2.18917
H -1.84000 -1.08228 -1.00750
H 2.06406 -2.92737 2.21767

Output
lowest unoccupied orbital energy	1.533	eV
E	-161155.8892	eV
Kohn-Sham gap	5.75	eV
E_HOMO	-4.22	eV
net charge	-1